[1]
{"formula": "C29H40Br2Cl46FN2O5P", "method": "ωB97M-V/def2-TZVPD", "symbols": ["O", "Cl", "H", "H", "H", "H", "H", "C", "Cl", "Cl", "Cl", "Cl", "H", "Cl", "Cl", "Cl", "C", "Cl", "O", "Cl", "Cl", "C", "O", "H", "H", "C", "Cl", "H", "Cl", "P", "H", "Cl", "H", "Cl", "Cl", "H", "H", "Cl", "Br", "Cl", "C", "C", "O", "Cl", "H", "Cl", "H", "C", "C", "C", "C", "Cl", "F", "Cl", "H", "H", "N", "H", "C", "H", "H", "C", "Cl", "C", "H", "H", "H", "C", "H", "Cl", "C", "H", "O", "C", "H", "C", "H", "Cl", "Cl", "H", "H", "Cl", "H", "Cl", "Cl", "Cl", "Cl", "H", "Cl", "Cl", "Cl", "Cl", "C", "Cl", "C", "Cl", "H", "C", "Cl", "Cl", "Cl", "Cl", "C", "H", "C", "Br", "H", "C", "Cl", "H", "H", "Cl", "Cl", "H", "N", "C", "C", "H", "H", "C", "C", "C", "H", "Cl", "Cl", "C"], "positions_angstrom": [[-3.667572, -3.548692, 3.079494], [6.470544, 3.407490, -0.706322], [-1.450093, 1.706664, -5.024567], [13.239578, 4.105121, -4.004079], [-3.355474, 0.027376, -1.778516], [0.081743, 1.114603, -0.999609], [2.442838, -3.149933, -1.344101], [-1.916494, -10.273093, 8.542347], [13.817434, 6.294259, -4.631294], [5.260160, 8.896684, -4.485976], [15.587257, 4.104349, -3.902847], [-7.969208, -2.536695, 10.695489], [-1.128957, 2.091771, 1.318796], [-1.158784, -8.675416, 8.615309], [-7.907075, -3.064413, 7.836111], [6.228617, 6.505913, -2.777648], [-2.285248, 3.522150, 0.019150], [-9.661514, -8.931246, 3.539419], [-5.079251, -1.485115, 1.434274], [3.887271, 4.786750, -2.671302], [-6.537233, 2.136564, -5.595876], [-0.882615, -0.679986, 3.407616], [-1.477986, 0.089737, -0.072205], [-0.310861, -2.277420, 1.998004], [-1.335734, 4.385017, 1.892172], [0.068993, -5.477773, 5.843266], [0.960522, 3.376724, -9.752322], [-1.862256, -0.265799, -2.909848], [7.710995, -4.076251, -3.712390], [-3.721032, -1.051329, 2.418551], [0.844722, 1.830086, -7.987177], [-3.547339, 1.034875, 2.134993], [-2.116264, 4.099172, -0.940797], [-7.171500, -10.403173, 5.280237], [5.322546, 1.006901, 0.467554], [-2.877854, -3.175161, 4.772536], [-1.642626, -3.802162, 2.665618], [6.776462, 16.285741, -5.041340], [2.542237, -0.860097, 0.268780], [5.752318, -3.124204, -1.784646], [0.393826, 2.800803, -8.178960], [14.027354, 4.537977, -4.615889], [-0.026302, 2.988932, -2.631716], [-1.365392, 2.608439, -8.186127], [8.153886, 3.626729, -3.304761], [6.351349, 11.519085, -5.110807], [1.458082, -2.807602, -2.896636], [-6.011734, -11.106143, 6.415507], [-8.719306, -8.544822, 2.092521], [6.671819, -2.724421, -3.242059], [-2.615660, 0.509262, -2.511313], [7.808608, 9.118131, -5.865890], [0.218238, 3.240821, 0.267183], [4.265628, 15.277885, -6.109667], [-3.157117, 4.323561, 1.946370], [0.523076, -5.991665, 6.687345], [-2.390246, -1.952326, 1.686812], [-2.740868, -4.023491, 1.225441], [-1.612150, 2.666430, -4.428600], [-2.937670, -10.151426, 8.187234], [-5.196684, -5.166427, 5.716431], [6.737991, 9.850930, -4.664648], [-6.766886, -6.406933, 6.951356], [5.280492, 2.116437, -0.909661], [1.071180, -4.261834, -1.863899], [4.291478, 2.566833, -0.956370], [-6.416111, -12.047884, 6.778797], [-1.114982, 2.413960, -2.913655], [0.131702, 0.361882, 1.298193], [8.468393, 5.170574, -5.048879], [-1.052510, 2.540223, 0.262666], [-2.726587, 2.882675, -4.375599], [-3.199887, -3.979942, 4.292838], [-2.548791, -3.359817, 2.145144], [-3.251538, 2.912881, 0.013248], [5.508163, 15.064852, -4.868933], [-1.055980, 0.444954, 3.348409], [-4.471879, -11.434245, 5.607935], [0.892725, 3.908501, -6.892258], [-7.193577, 2.368628, -3.351319], [-2.247473, 5.647039, 0.928461], [-1.342809, -6.403749, 5.321103], [4.287882, 6.607917, -4.099706], [-10.215885, -3.865137, 9.412329], [-1.054533, -11.320165, 7.406948], [-4.845469, 2.328334, -3.237820], [-5.768250, -10.033101, 7.802386], [7.254810, 9.863520, -3.707752], [5.566699, 1.243588, -2.421114], [7.916375, 2.321123, -5.245851], [-7.681759, -9.905322, 1.643494], [-6.905403, -5.597985, 4.161182], [-2.280334, 4.565994, 1.268141], [4.792920, 15.133744, -3.252741], [-5.829996, -6.024005, 5.499925], [13.886166, 3.880185, -6.251668], [-8.084883, -7.690052, 2.316225], [8.659305, 3.595185, -4.268398], [-0.409364, -3.856176, 6.370948], [1.264681, -5.379074, 4.542824], [-4.791330, -7.384191, 5.053797], [-1.970471, -11.009036, 10.149888], [-8.460316, -3.649134, 9.410618], [-5.045909, -0.978482, 0.589131], [4.899193, 5.799481, -3.708033], [-1.570199, -2.887961, -1.347540], [-1.507261, -1.184746, 4.219876], [-6.395451, 2.789621, -3.958160], [5.521576, 4.861046, -5.071859], [-7.996731, -4.614816, 9.598674], [0.220029, -0.809747, 3.708561], [5.579585, -2.290724, -4.564705], [-6.576027, 4.549091, -3.972589], [-3.260520, 0.789306, -3.428590], [-1.854405, 1.649086, -1.930386], [0.319416, -2.354442, -0.972886], [0.627762, -1.336859, -0.062088], [7.303738, -1.866581, -3.023730], [-1.041811, 3.549770, -4.894725], [-0.460621, -0.464069, 0.757265], [1.411401, -3.176613, -1.809922], [-1.041333, -1.390030, 1.963492], [5.958111, 14.084006, -5.001270], [10.370989, 3.242871, -3.987992], [-9.788330, -8.109242, 0.752000], [-1.027175, 1.268140, -0.760373]], "atomic_forces_ev_per_a": [[0.2, 0.6, -2.6], [0.0, -0.1, 0.0], [-0.2, 1.3, 0.7], [0.1, 0.1, -0.1], [1.5, 0.8, -0.8], [-1.4, 0.3, -0.3], [-1.4, 0.2, -0.5], [0.0, -0.1, 0.0], [0.0, -0.1, 0.0], [-0.1, 0.7, -0.3], [-0.1, 0.0, 0.0], [0.0, -0.1, -0.1], [0.0, 0.8, -1.5], [-0.1, -0.1, 0.0], [0.0, 0.0, 0.1], [0.0, -0.4, 0.3], [1.2, 0.5, 1.2], [0.1, 0.1, -0.1], [2.3, 1.4, 0.2], [-0.1, 0.2, -0.1], [0.0, 0.0, 0.2], [1.2, 0.1, -0.4], [0.2, 0.2, -0.2], [-1.2, 1.2, -0.1], [-1.3, 0.4, -0.9], [-0.1, -0.2, -0.1], [0.0, -0.1, 0.1], [-1.3, 0.8, 0.8], [-0.1, 0.1, 0.0], [-2.2, -1.0, 0.5], [-0.1, 0.2, 0.0], [0.2, -0.5, -0.7], [-0.4, -0.9, 1.0], [0.1, -0.1, 0.2], [0.1, 0.1, 0.0], [-0.4, -0.5, -0.5], [-0.9, 0.9, -0.6], [-0.1, -0.1, 0.0], [-1.9, -0.4, -0.3], [0.1, 0.1, -0.1], [0.0, 0.1, 0.0], [0.0, 0.0, -0.1], [-3.2, -2.0, -0.1], [0.1, 0.0, 0.0], [0.1, 0.0, -0.1], [0.0, -0.2, 0.0], [-0.1, -0.3, 1.7], [-0.1, 0.1, -0.2], [0.0, 0.0, 0.0], [0.0, -0.1, 0.0], [-0.4, -1.3, -1.3], [-0.1, 0.1, 0.2], [-1.8, -0.9, -0.2], [0.1, -0.1, 0.1], [0.9, 0.7, -0.8], [-0.1, 0.1, -0.1], [0.1, 0.8, 0.8], [-0.1, 1.0, 1.4], [-0.7, -0.6, 1.1], [0.2, 0.0, 0.0], [-0.1, -0.1, -0.1], [0.1, -0.1, 0.0], [0.1, -0.1, -0.1], [0.0, -0.1, 0.0], [0.4, 1.4, 0.1], [0.2, -0.1, 0.0], [0.1, 0.2, 0.0], [2.7, 1.9, -0.3], [-0.8, -1.1, -1.0], [1.0, -0.1, 0.0], [-0.4, -0.7, 0.5], [1.5, -0.2, -0.5], [0.9, 0.1, 2.0], [0.1, -1.7, -0.7], [1.5, 0.9, -0.2], [0.0, 0.1, 0.0], [-0.1, -1.6, 0.2], [-0.1, 0.0, 0.1], [0.0, -0.1, -0.1], [0.2, 0.1, -0.1], [-0.3, -1.4, 0.5], [0.2, 0.1, 0.1], [0.1, -0.2, 0.1], [0.1, 0.0, 0.0], [-0.1, 0.1, 0.1], [-1.0, 0.4, 0.1], [0.0, -0.1, 0.0], [-0.1, 0.0, -0.2], [-0.1, 0.1, 0.1], [0.1, 0.0, 0.1], [0.0, 0.1, 0.0], [0.1, 0.0, 0.1], [0.4, -0.8, 0.0], [0.1, -0.1, -0.1], [0.0, 0.0, 0.0], [0.0, 0.0, 0.2], [-0.1, -0.2, 0.0], [-0.1, 0.2, -0.1], [0.0, 0.0, 0.0], [-0.1, 0.0, 0.1], [-0.1, 0.1, 0.0], [0.0, 0.1, -0.1], [0.0, 0.0, 0.0], [0.0, -0.6, 0.6], [0.1, -0.3, 0.0], [1.8, 0.5, 0.3], [0.7, 0.8, -1.2], [-0.1, 0.2, 0.0], [-0.9, 0.1, 0.2], [-0.1, 0.2, 0.0], [-1.6, 0.2, -0.4], [0.1, 0.0, 0.1], [0.0, -0.2, 0.0], [1.6, -0.2, 1.7], [0.7, -1.0, -1.9], [1.8, 1.2, 0.8], [-1.5, -1.2, -1.6], [-0.1, -0.1, 0.0], [-0.8, -1.6, 1.1], [1.4, -0.4, 0.9], [-1.1, -0.2, -0.1], [0.9, -0.2, 0.4], [-0.1, 0.3, 0.0], [-0.1, 0.0, 0.1], [0.1, 0.0, 0.1], [1.9, 2.0, 1.4]], "mulliken_charge": [-0.215, -0.125, 0.242, 0.057, 0.153, 0.155, 0.286, 0.596, -0.121, -0.124, -0.126, -0.125, 0.223, -0.112, -0.107, -0.106, -0.155, -0.128, -0.519, -0.056, -0.126, -1.104, -0.067, 0.250, 0.261, -0.096, -0.128, 0.187, -0.129, 0.252, 0.298, -0.187, 0.302, -0.017, -0.161, 0.239, 0.345, -0.123, -0.093, -0.095, 0.041, 0.299, -0.574, -0.121, -0.070, -0.171, 0.247, -0.135, 0.350, 0.107, -1.231, -0.112, -0.405, -0.117, 0.229, 0.355, 0.614, 0.126, -0.533, -0.218, 0.086, 0.065, -0.103, 0.184, 0.339, 0.098, 0.384, 0.220, 0.780, -0.091, 0.035, 0.021, -0.244, -0.382, 0.207, 0.657, 0.366, -0.117, -0.090, 0.330, 0.338, -0.045, 0.251, -0.120, -0.131, -0.008, -0.120, 0.272, -0.027, -0.112, -0.118, -0.147, -1.069, -0.119, 0.279, -0.118, 0.021, 0.391, -0.126, -0.120, -0.087, -0.129, 0.124, 0.319, 0.074, -0.163, 0.158, -0.114, -0.100, 0.219, 0.373, -0.131, -0.124, 0.584, 1.085, 0.351, -0.444, 0.240, 0.124, -0.312, -1.025, -0.446, -0.251, -0.122, -0.137, -0.166], "multiplicity": 1, "lumo_energy_ev": -0.086, "homo_ev": -8.68, "orbital_gap_ha": 0.3158}

=====

[2]
{"formula": "C29H40CoGeN3O4", "method": "ωB97M-V/def2-TZVPD", "symbols": ["H", "C", "H", "H", "H", "H", "N", "N", "H", "C", "H", "H", "H", "O", "C", "Co", "O", "H", "Ge", "H", "C", "C", "C", "C", "H", "C", "C", "H", "C", "C", "H", "C", "H", "C", "H", "C", "H", "H", "H", "C", "H", "C", "H", "H", "H", "H", "C", "C", "H", "H", "H", "C", "C", "C", "O", "N", "H", "H", "H", "H", "C", "C", "H", "H", "C", "C", "C", "C", "H", "H", "O", "H", "C", "H", "H", "H", "C", "H"], "positions_angstrom": [[1.456218, 3.214749, 1.237271], [-3.873128, -0.458583, -2.417911], [1.720346, -6.936829, 0.672262], [-5.172749, 3.690554, 0.574553], [-2.453575, -4.449448, 1.089143], [6.256718, -0.503587, 0.672303], [-3.450111, 1.233761, -0.855760], [0.439023, 0.317940, -0.869960], [5.227548, 1.621861, -2.156395], [-0.343792, -6.060738, 2.167162], [-1.766287, 5.471203, 3.246331], [0.184763, -5.445935, 2.897170], [3.130069, 2.184984, -1.504811], [-4.739336, -0.971072, -3.280611], [-1.279815, 6.056528, 2.468226], [-1.599341, 0.424909, -0.453595], [-1.622209, 1.735120, 0.933042], [-0.557726, -7.549980, -0.119457], [-0.478599, 4.883415, 1.133665], [-2.659601, 4.719461, -0.171004], [5.441987, 1.305090, -1.134313], [-4.974087, 2.860358, -0.088266], [1.494839, -5.884796, 0.498694], [0.115357, -1.903135, -0.063623], [-3.045641, -2.093014, 0.702406], [-5.940340, 2.352021, -0.932954], [-0.379607, -4.183090, 0.532034], [-0.558942, -6.228451, -1.292300], [-2.033186, -2.441906, 0.542141], [-2.514327, 2.762648, 0.766139], [-0.132898, 6.665308, -0.673233], [1.195314, 1.356652, -1.213335], [5.169361, 2.113745, -0.454084], [-1.896195, 3.976656, 0.077597], [4.859386, 0.311748, 1.378326], [-1.691160, -3.760115, 0.755321], [4.840998, -0.815960, -2.800719], [-1.412500, -5.985526, 2.368694], [2.113372, -5.300364, 1.182682], [4.736790, -0.001727, -0.778137], [1.278129, 4.049402, 2.781368], [-5.648274, 1.260512, -1.759622], [6.519654, 1.160675, -1.058021], [-2.026513, 6.705941, 2.010575], [6.231022, -1.201241, -1.780840], [0.670575, 2.264014, -1.486302], [-4.380739, 0.728680, -1.670396], [0.524976, 5.965613, -0.156400], [0.165184, 2.735420, 2.340546], [-1.872528, -6.377207, -0.119348], [1.005017, 5.336739, -0.908885], [0.728219, 3.583955, 1.962062], [2.577990, 1.304248, -1.213705], [5.146822, -1.083818, -1.788377], [-2.770318, -0.923355, -2.213092], [-1.151628, -1.523858, 0.138612], [-0.052486, -7.099691, 2.324492], [-6.382652, 0.838014, -2.427918], [-2.949793, 2.426455, 2.605361], [4.761704, -1.392462, 0.919842], [-0.798133, -6.495822, -0.261894], [0.525243, -3.216822, 0.111930], [1.549038, -3.483440, -0.092049], [2.861965, -1.856434, -0.105512], [1.038759, -0.820459, -0.488420], [2.413417, -0.936548, -0.446495], [3.222951, 0.137920, -0.819346], [0.004002, -5.643406, 0.732000], [-0.516482, 6.688110, 2.922722], [-1.470066, 3.643064, -0.874922], [-3.018716, 3.195659, 2.026687], [1.302770, 6.543162, 0.342933], [5.169920, -0.423134, 0.634385], [4.705285, -2.050831, -1.543424], [1.791467, -5.654706, -0.526325], [-4.327162, -1.734098, -3.712978], [-3.705895, 2.276647, -0.077930], [-6.929679, 2.788609, -0.956022]], "atomic_forces_ev_per_a": [[0.0, 0.0, 0.0], [-0.1, -0.2, 0.1], [0.0, 0.0, 0.0], [0.0, 0.0, 0.0], [0.0, 0.0, 0.0], [0.0, 0.0, 0.0], [0.1, 0.0, 0.2], [-0.1, 0.1, 0.0], [0.0, 0.0, 0.0], [0.0, 0.0, 0.0], [0.0, 0.0, 0.0], [0.0, 0.0, 0.0], [0.0, 0.0, 0.0], [0.0, 0.1, 0.0], [0.0, 0.0, 0.0], [0.1, 0.0, 0.0], [-0.2, -0.1, -0.1], [0.0, 0.0, 0.0], [0.0, -0.1, 0.0], [0.0, 0.0, 0.1], [0.0, 0.0, 0.0], [0.0, 0.0, 0.0], [0.0, 0.0, 0.0], [-0.1, -0.1, 0.0], [0.0, 0.0, 0.0], [0.0, -0.1, 0.0], [0.0, 0.0, 0.0], [0.0, 0.0, 0.0], [0.1, 0.0, 0.0], [0.0, 0.0, 0.2], [0.0, 0.0, 0.0], [0.1, -0.1, 0.0], [0.0, 0.0, 0.0], [0.1, 0.0, -0.1], [0.0, 0.0, 0.0], [0.0, 0.1, 0.0], [0.0, 0.0, 0.0], [0.0, 0.0, 0.0], [0.0, 0.0, 0.0], [0.0, 0.0, 0.0], [0.0, 0.0, 0.0], [0.2, 0.0, 0.1], [0.0, 0.0, 0.0], [0.0, 0.0, 0.0], [0.0, 0.0, 0.0], [0.0, 0.0, 0.0], [-0.1, 0.1, -0.1], [0.0, 0.0, -0.1], [0.0, 0.0, 0.0], [0.0, 0.0, 0.0], [0.0, 0.0, 0.0], [0.0, 0.1, 0.0], [-0.1, 0.0, 0.0], [0.0, 0.0, 0.0], [0.0, 0.1, -0.1], [0.0, 0.0, 0.1], [0.0, 0.0, 0.0], [0.0, 0.0, 0.0], [0.0, 0.0, 0.0], [0.0, 0.0, 0.0], [0.0, 0.0, 0.0], [0.0, 0.1, 0.0], [0.0, 0.0, 0.0], [0.0, 0.0, 0.0], [0.0, 0.0, 0.0], [-0.1, 0.1, -0.1], [0.0, 0.0, 0.0], [0.0, 0.0, 0.0], [0.0, 0.0, 0.0], [0.0, 0.0, 0.0], [0.0, 0.0, -0.1], [0.0, 0.0, 0.0], [0.0, 0.0, 0.0], [0.0, 0.0, 0.0], [0.0, 0.0, 0.0], [0.0, 0.0, 0.0], [-0.1, 0.0, -0.1], [0.0, 0.0, 0.0]], "mulliken_charge": [0.159, 0.080, 0.418, 0.540, 0.472, 0.464, -0.114, -0.471, 0.417, -1.591, 0.345, 0.380, 0.536, -0.442, -1.195, 0.083, -0.709, 0.446, 0.480, 0.547, -2.114, -0.880, -2.113, -0.561, 0.515, -0.551, 0.471, 0.375, -0.717, 1.076, 0.368, -0.774, 0.431, -0.939, 0.384, -0.780, 0.376, 0.340, 0.446, 1.908, 0.464, -0.488, 0.425, 0.374, 0.447, 0.413, 0.535, -1.205, 0.332, 0.346, 0.324, -1.050, -0.435, -1.541, -0.515, -0.300, 0.457, 0.544, 0.453, 0.313, -1.576, 0.402, 0.552, 0.402, -0.466, 0.386, 0.698, 2.003, 0.387, 0.297, -0.540, 0.382, -1.598, 0.329, 0.415, 0.389, 0.091, 0.448], "multiplicity": 4, "lumo_energy_ev": [-2.992, -3.112], "charge": 1, "relative_energy_kj_mol": 15.8, "homo_ev": [-11.52, -11.52], "orbital_gap_ha": [0.3134, 0.3089]}

=====

For reference, M by record: 2337.27, 626.20 g/mol.